No. 1
Below is the ion C9H19FN2OP with charge +1 in a non-equilibrium geometry, with properties calculated with ωB97M-V/def2-TZVPD.

```
! wB97M-V def2-TZVPD RIJCOSX def2/J DEFGRID3
* xyz 1 1
C -1.9291 -2.2721 -0.1216
C -1.1712 -1.3409 -1.0451
C 0.0576 -2.0347 -1.7287
N -0.9378 -0.0306 -0.2473
C -1.4777 1.2134 -0.7156
C -0.3990 2.0788 -1.3751
C -2.1693 2.0665 0.4155
P 0.3462 0.0300 0.7063
O 0.3559 -1.3865 1.6923
F 0.0418 1.2235 1.6910
C 2.1226 0.3991 0.3199
C 3.0410 0.5831 1.5119
C 2.8894 -0.4141 2.5098
N 2.7575 -1.2142 3.3188
H -1.3564 -2.2807 0.7610
H -2.9550 -2.0342 0.1248
H -1.8634 -3.2874 -0.3951
H -1.8050 -0.9893 -1.9106
H 0.4899 -1.2853 -2.5645
H -0.2396 -2.9062 -2.3249
H 0.8866 -2.2508 -1.1051
H -2.2853 0.9480 -1.4159
H 0.0449 2.8040 -0.5936
H 0.4705 1.4586 -1.8025
H -0.6924 2.8287 -2.1969
H -1.4783 2.5454 1.1513
H -2.8816 1.4102 0.9067
H -2.5306 2.7410 -0.2325
H 1.2688 -1.5735 1.9824
H 2.5213 -0.3297 -0.3043
H 2.0072 1.4054 -0.1929
H 4.0318 0.4704 1.1414
H 2.8384 1.4241 2.0391
*
```

The gap between HOMO and LUMO is 11.48 eV. As for the relative energy (zero: lowest compared OMol25 entry of this formula, charge and spin): 0.0 kcal per mole. The HOMO energy comes out at -0.523 Ha. The LUMO energy is -0.101 Eh. The calculation puts the total energy at -26668.4263 eV.

***

No. 2
Below is an isolated molecule of C17H13F4N3O in a non-equilibrium geometry, with properties calculated with ωB97M-V/def2-TZVPD.

```
! wB97M-V def2-TZVPD RIJCOSX def2/J DEFGRID3
* xyz 0 1
N -3.9002 4.5606 -2.5142
O 2.8311 -4.1653 0.0445
F -3.0809 2.1678 -0.8095
F 0.7230 5.0017 -0.8517
F -2.2550 1.0830 1.4113
F 1.7264 3.7803 1.2735
N -1.4890 4.1851 -2.0868
N -2.7046 4.3564 -2.3267
C 1.6152 -3.9715 0.1913
C 0.7440 -4.0090 -0.9633
C -0.4060 -1.4869 0.6668
C -1.0445 -2.5907 0.0694
C 1.0311 0.3951 2.1713
C 0.7363 -0.8061 0.1211
C 0.3506 1.4540 2.5666
C -0.4841 -3.4104 -0.9610
C 1.4872 0.0443 0.8312
C -1.9261 2.6436 -0.2397
C 0.0112 3.9893 -0.3728
C -1.4775 2.1048 0.9786
C 0.5588 3.3481 0.8208
C -1.1551 3.6283 -0.8442
C -0.1725 2.3571 1.4822
C -1.4394 -3.7847 -2.0202
C 2.8613 0.5658 0.3062
H 1.2315 -3.3736 0.9995
H 1.2687 -4.6118 -1.8285
H -0.8054 -1.1421 1.7049
H -1.8451 -2.9746 0.6577
H 1.2605 -0.2963 2.9746
H 1.0353 -1.0747 -0.8759
H 0.1302 1.6045 3.6316
H -2.4326 -3.3474 -1.8362
H -1.7027 -4.8657 -2.0395
H -1.0548 -3.3983 -2.9632
H 3.0835 1.6725 0.2623
H 3.0445 0.1587 -0.6789
H 3.6452 0.2080 1.0470
*
```

The gap between HOMO and LUMO is 8.09 eV. As for the relative energy (zero: lowest compared OMol25 entry of this formula, charge and spin): 0.0 kcal per mole. The HOMO energy comes out at -0.312 Ha. The LUMO energy is -0.014 Eh. The calculation puts the total energy at -35220.3203 eV.

***

No. 3
Below is a structure of composition C31H50BrHgN3OP2 in a non-equilibrium geometry, with properties calculated with ωB97M-V/def2-TZVPD.

```
! wB97M-V def2-TZVPD RIJCOSX def2/J DEFGRID3
* xyz 2 1
C -0.3288 4.8148 -5.6955
C -0.4490 3.5916 -6.4016
C -0.4860 3.6586 -7.8101
C -0.5276 4.9199 -8.4218
N -0.4831 6.0510 -7.7222
C -0.3679 6.0237 -6.4044
C -0.5925 2.3660 -5.6441
C -0.8352 2.0466 -4.4113
C -1.3988 2.1650 -3.1206
C -0.8006 1.4458 -2.0561
C -1.5523 1.0193 -0.9851
C -2.9372 1.2615 -0.9678
C -3.4944 2.1564 -1.8946
C -2.7405 2.6061 -2.9676
Hg -0.6013 0.1783 -5.4233
P 2.0882 -1.1525 -2.0012
H -0.5180 2.7461 -8.4145
H -0.2319 4.8451 -4.6077
H -0.6055 5.0055 -9.5119
H -0.3102 6.9822 -5.8823
H -3.1787 3.2020 -3.7781
H 0.2574 1.1911 -2.1171
H -4.5391 2.4204 -1.8128
H -1.0606 0.4768 -0.1763
C 2.1364 -2.6243 -0.8777
C 3.3253 -3.5713 -0.9820
H 1.2020 -3.1700 -1.0914
H 2.0444 -2.2174 0.1420
H 3.2443 -4.3258 -0.1898
H 3.3443 -4.0948 -1.9452
H 4.2859 -3.0598 -0.8544
C 3.3303 -1.5013 -3.3247
C 3.6541 -0.2777 -4.1846
H 2.9065 -2.3009 -3.9528
H 4.2351 -1.9012 -2.8456
H 4.0856 -0.6112 -5.1366
H 2.7665 0.3290 -4.4149
H 4.3914 0.3724 -3.6958
C 2.9376 0.1295 -0.9810
C 4.3996 -0.1570 -0.6649
H 2.3450 0.2510 -0.0547
H 2.8495 1.0751 -1.5438
H 4.8115 0.6823 -0.0909
H 4.5229 -1.0639 -0.0626
H 5.0040 -0.2675 -1.5719
Br -4.0267 0.3496 0.1834
P -1.9417 -1.8899 -4.6174
C -0.0332 -2.2336 -4.3488
C 0.3285 -3.7151 -4.2870
H 0.3285 -1.7091 -3.4373
H 0.5056 -1.7903 -5.2105
H 1.4172 -3.8356 -4.2132
H -0.1181 -4.2145 -3.4220
H -0.0036 -4.2454 -5.1888
C -2.2869 -2.2166 -2.8195
C -3.6135 -2.8993 -2.4752
H -2.1706 -1.2726 -2.2693
H -1.4876 -2.8954 -2.5044
H -3.7391 -2.8814 -1.3852
H -4.4954 -2.4266 -2.9156
H -3.6066 -3.9515 -2.7951
C -3.3213 -0.4990 -4.5870
C -3.6916 -0.1401 -6.0226
H -2.9036 0.3649 -4.0502
H -4.1832 -0.8276 -3.9956
H -3.9050 0.9311 -6.1224
H -2.8685 -0.3739 -6.7143
H -4.5645 -0.7074 -6.3626
C -1.5018 1.6810 2.4163
N -0.4360 1.4776 3.3540
C -0.6653 1.7618 4.7487
C 0.3790 1.0749 5.5911
C 1.7529 1.4138 5.0675
N 1.8393 1.0373 3.6711
C 3.1556 0.9348 3.0964
C 0.7687 1.1047 2.8086
O 0.8717 0.8496 1.5886
H -1.2065 2.3759 1.6155
H -2.3720 2.0863 2.9414
H -1.7897 0.7296 1.9449
H -0.6313 2.8488 4.9310
H -1.6699 1.4122 5.0066
H 0.2233 -0.0082 5.5610
H 0.2953 1.4024 6.6298
H 2.5342 0.8608 5.6032
H 1.9598 2.4942 5.2052
H 3.4849 1.8905 2.6621
H 3.8606 0.6455 3.8840
H 3.1519 0.1784 2.3108
*
```

The gap between HOMO and LUMO (spin up / spin down) is 3.90 / 3.74 eV. As for the relative energy (zero: lowest compared OMol25 entry of this formula, charge and spin): 64.2 kcal per mole. The HOMO energy (spin up / spin down) comes out at -0.460 / -0.460 Ha. The LUMO energy (spin up / spin down) is -0.316 / -0.322 Eh. The calculation puts the total energy at -132249.6710 eV.

***

No. 4
Below is an isolated molecule of C5H11NO in a non-equilibrium geometry, with properties calculated with ωB97M-V/def2-TZVPD.

```
! wB97M-V def2-TZVPD RIJCOSX def2/J DEFGRID3
* xyz 0 1
O 2.7978 -0.0197 -0.1696
C 1.5970 -0.6752 -0.5048
C 0.4397 0.2605 -0.7518
C 0.0055 1.0385 0.5444
C -1.4064 0.6164 0.9214
C -1.6747 -0.6220 -0.0435
N -0.7856 -0.4676 -1.1742
H 2.7235 0.4704 0.6650
H 1.2712 -1.4465 0.1912
H 1.8564 -1.1583 -1.4554
H 0.6767 1.0648 -1.4487
H 0.1967 2.0933 0.4155
H 0.6724 0.6846 1.3240
H -1.5005 0.2227 1.9287
H -2.1252 1.3864 0.6463
H -1.5472 -1.5365 0.5415
H -2.7398 -0.5064 -0.2277
H -0.4575 -1.4054 -1.4024
*
```

The gap between HOMO and LUMO is 9.93 eV. As for the relative energy (zero: lowest compared OMol25 entry of this formula, charge and spin): 36.7 kcal per mole. The HOMO energy comes out at -0.332 Ha. The LUMO energy is 0.033 Eh. The calculation puts the total energy at -8900.1077 eV.

***

No. 5
Below is a structure of composition C31H19Br2ClN4O3Pb in a non-equilibrium geometry, with properties calculated with ωB97M-V/def2-TZVPD.

```
! wB97M-V def2-TZVPD RIJCOSX def2/J DEFGRID3
* xyz 0 1
Pb -0.3407 -1.0163 -0.4020
C -2.4859 -4.0665 2.8837
C -3.5041 -3.2609 3.4525
C -3.5506 -1.9585 3.0871
C -2.4396 -1.3738 2.4149
N -1.3943 -2.0982 1.9550
C -1.4855 -3.4452 2.1803
C -2.5039 0.0909 2.2809
C -2.9624 0.8978 3.3530
C -2.8858 2.2557 3.2742
C -2.3281 2.7096 2.0569
C -2.0463 1.8980 0.9755
N -2.0360 0.5794 1.0917
C -1.7712 2.4690 -0.3617
C -2.0229 3.8678 -0.6135
C -1.7151 4.4288 -1.8246
C -1.1534 3.6480 -2.8481
C -1.1833 2.2613 -2.6186
N -1.4567 1.7155 -1.4167
H -2.3975 -5.1157 3.2058
H -4.2879 -3.6495 4.0691
H -4.3838 -1.3303 3.4203
H -0.6799 -4.0215 1.7888
H -3.5237 0.4473 4.1605
H -3.0118 2.9911 4.0442
H -2.1429 3.7673 1.9351
H -2.4394 4.4522 0.1662
H -1.8666 5.4727 -1.9302
H -0.8062 4.0729 -3.8024
H -0.9225 1.5146 -3.3508
Br -1.8322 -3.7159 -5.3648
C -0.5274 -2.3669 -5.0963
C -0.0263 -1.7475 -6.2074
C 0.9668 -0.7488 -6.0876
Br 1.5717 0.0457 -7.7101
C 1.4542 -0.2344 -4.8661
C 2.2541 0.9426 -4.7113
C 2.6361 1.2844 -3.4278
C 2.1440 0.5607 -2.3774
N 1.2413 -0.4617 -2.4202
C 0.9256 -0.9279 -3.6679
C -0.1291 -1.9251 -3.7276
O -0.6521 -2.3902 -2.6977
H -0.4450 -1.9947 -7.1879
H 2.5826 1.4818 -5.6008
H 3.2960 2.0936 -3.2089
H 2.4427 0.8551 -1.4208
Cl 5.6048 -0.4694 5.8544
C 4.6119 -0.5766 4.4861
C 4.3510 -1.7789 3.9332
C 3.4288 -1.8258 2.8611
C 2.9002 -0.6659 2.3580
C 3.1980 0.5716 2.9390
C 4.0262 0.6414 4.0397
C 1.9151 -0.7739 1.2117
O 1.2906 0.2814 0.7834
O 1.5193 -1.8868 0.8327
H 4.7792 -2.7697 4.3292
H 3.1485 -2.7767 2.4099
H 2.8115 1.5265 2.5384
H 4.2396 1.5482 4.5767
*
```

The gap between HOMO and LUMO is 5.62 eV. As for the relative energy (zero: lowest compared OMol25 entry of this formula, charge and spin): 0.0 kcal per mole. The HOMO energy comes out at -0.235 Ha. The LUMO energy is -0.028 Eh. The calculation puts the total energy at -202414.3086 eV.

***

No. 6
Below is a cluster of 2 separate species, C3H12N2O in total, with properties calculated with ωB97M-V/def2-TZVPD.

```
! wB97M-V def2-TZVPD RIJCOSX def2/J DEFGRID3
* xyz 0 1
N 1.2968 0.1412 2.2773
C 0.7354 -0.1840 0.9657
C -0.0169 1.0091 0.4001
C -0.6872 0.7000 -0.9265
N -1.3338 1.9021 -1.4600
H 1.9875 0.8776 2.1881
H 1.7658 -0.6612 2.6776
H 1.4953 -0.5156 0.2435
H 0.0364 -1.0134 1.1030
H 0.6626 1.8512 0.2389
H -0.7667 1.3062 1.1371
H 0.0610 0.3844 -1.6571
H -1.3931 -0.1322 -0.8035
H -2.0833 2.1943 -0.8437
H -1.7478 1.7150 -2.3656
O -0.0422 -3.0370 -1.1089
H -0.2952 -2.1136 -1.2105
H 0.4160 -3.0530 -0.2598
*
```

The gap between HOMO and LUMO is 10.42 eV. As for the relative energy (zero: lowest compared OMol25 entry of this formula, charge and spin): 3.3 kcal per mole. The HOMO energy comes out at -0.351 Ha. The LUMO energy is 0.032 Eh. The calculation puts the total energy at -8333.1792 eV.

***

No. 7
Below is a structure of composition C4H9BBr4, with properties calculated with ωB97M-V/def2-TZVPD.

```
! wB97M-V def2-TZVPD RIJCOSX def2/J DEFGRID3
* xyz 0 1
B -0.0389 -0.4145 0.7206
C -0.2616 1.0239 0.1159
C 0.9383 1.8525 0.5533
C 1.2827 1.6855 2.0259
Br 0.6284 3.7541 0.1993
H -0.5702 -0.8029 1.7116
H 0.7721 -1.1117 0.1915
H -0.2299 0.9348 -0.9650
H -1.1985 1.4883 0.4021
H 1.7781 1.5367 -0.0466
H 0.3913 1.6079 2.6363
H 1.8621 2.5369 2.3563
H 1.9109 0.8086 2.1705
C -1.3364 -3.0243 -2.4426
Br -1.4098 -1.1990 -3.0496
Br -1.5618 -3.1446 -0.5328
Br -2.6056 -4.1314 -3.3738
H -0.3511 -3.4006 -2.6729
*
```

The gap between HOMO and LUMO is 9.85 eV. The HOMO energy comes out at -0.368 Ha. The LUMO energy is -0.006 Eh. The calculation puts the total energy at -285139.0209 eV.

***

No. 8
Below is a structure of composition C5H7FS2 in a non-equilibrium geometry, with properties calculated with ωB97M-V/def2-TZVPD.

```
! wB97M-V def2-TZVPD RIJCOSX def2/J DEFGRID3
* xyz 0 1
C 0.2228 1.8562 -2.0735
C 0.4991 -0.1476 0.0150
C -0.1755 -0.8932 1.0840
C 0.7052 -1.4647 2.1263
C -1.5910 -0.8962 1.1210
H 1.1869 1.2565 -2.3840
H 0.6078 2.8521 -1.7027
H -0.3397 2.3635 -2.9272
H 1.3246 -2.3575 1.9468
H 0.0451 -1.5061 3.3853
H 1.7266 -0.7245 2.2629
H -2.0790 -1.4256 2.0123
F -2.5211 -0.4723 0.2712
S -0.6353 0.9039 -0.9697
S 2.0262 -0.0874 -0.1972
*
```

The gap between HOMO and LUMO is 8.13 eV. As for the relative energy (zero: lowest compared OMol25 entry of this formula, charge and spin): 80.9 kcal per mole. The HOMO energy comes out at -0.318 Ha. The LUMO energy is -0.020 Eh. The calculation puts the total energy at -29682.4519 eV.